No. 1
ORCA calculation (wB97M-V/def2-TZVPD) on a molecular structure, C43H32Br2ClMnN4O2S.

ORCA input file:
```
! RIJCOSX wB97M-V def2-TZVPD def2/J DEFGRID3
* xyz -1 6
Mn -0.28802 0.20617 -0.13592
Cl -1.34453 5.21538 5.08012
C -0.79164 4.02377 3.90782
C 0.54712 3.64608 3.89494
C 0.97109 2.71095 2.96673
C 0.09390 2.13325 2.03238
O 0.56199 1.30389 1.14370
C -1.28896 2.49105 2.09611
C -2.30586 1.87835 1.29417
N -2.10374 0.88123 0.42432
C -3.13294 0.31507 -0.26792
C -4.51126 0.52330 -0.07177
C -5.44192 -0.13213 -0.88407
C -5.07108 -0.97815 -1.90831
C -3.68913 -1.20124 -2.15713
C -3.18909 -2.01624 -3.18894
C -1.83104 -2.14009 -3.37758
C -0.95928 -1.46281 -2.52483
N -1.39738 -0.72644 -1.51471
C -2.73401 -0.56800 -1.32656
C -1.68871 3.46397 3.03284
H 1.24185 4.08902 4.59678
H 2.01325 2.41647 2.91311
H -3.31251 2.26714 1.41762
H -4.86498 1.16375 0.72323
H -6.49768 0.03448 -0.69758
H -5.81169 -1.46516 -2.53163
H -3.88868 -2.52761 -3.84173
H -1.42441 -2.73909 -4.18304
H 0.11276 -1.48455 -2.66320
H -2.73355 3.75206 3.07843
C -2.32766 -1.36736 6.32613
C -2.92799 -1.06428 4.94522
C -4.42245 -1.41586 4.95576
C -2.78067 0.42844 4.67016
C -2.19919 -1.90764 3.89465
C -2.29757 -3.31254 3.97200
C -1.61633 -4.14775 3.11669
C -0.80837 -3.56358 2.14331
S 0.22776 -4.31776 0.99007
C 0.70180 -2.73953 0.40984
N 0.13698 -1.74827 0.99804
C -0.71888 -2.17962 2.01858
C -1.41488 -1.34492 2.90138
C 1.73096 -2.67199 -0.66116
C 1.66693 -3.63156 -1.67503
C 2.54969 -3.62877 -2.73615
C 3.53543 -2.65020 -2.78886
C 3.62918 -1.71410 -1.77880
C 2.73977 -1.70787 -0.70500
H -2.82949 -0.77013 7.09243
H -1.26373 -1.12021 6.34333
H -2.43611 -2.42239 6.59101
H -4.94751 -0.76833 5.66276
H -4.60394 -2.45067 5.25555
H -4.86057 -1.26689 3.96591
H -3.34679 0.99566 5.41339
H -3.15565 0.69311 3.67864
H -1.74008 0.75642 4.72988
H -2.91536 -3.75941 4.74220
H -1.69542 -5.22352 3.20749
H -1.31229 -0.27203 2.79291
H 0.86796 -4.36434 -1.64835
H 2.46383 -4.37351 -3.51727
H 4.23688 -2.62166 -3.61378
H 4.39878 -0.95262 -1.80520
C 3.26793 -2.40071 2.13541
C 3.60864 -1.09623 1.48926
C 4.56393 -0.27067 2.01344
C 4.93726 0.93606 1.42007
C 4.18981 1.40921 0.29720
C 4.38136 2.65711 -0.32111
Br 5.78570 3.80583 0.26216
C 3.57289 3.09158 -1.34333
C 2.50799 2.30182 -1.75529
Br 1.33926 2.95046 -3.09322
C 2.21684 1.06655 -1.16699
O 1.16778 0.36053 -1.47383
C 3.13848 0.61550 -0.19002
N 2.94400 -0.71043 0.30895
H 3.97275 -2.58569 2.94475
H 3.32964 -3.24422 1.44193
H 2.25903 -2.38771 2.55629
H 5.04485 -0.58464 2.93256
H 5.73579 1.53211 1.83407
H 3.74129 4.05569 -1.80180
*
```

## Properties
M, u: 919.02
Highest occupied orbital energy (spin up / spin down), eV: -2.3 / -3.8
Kohn-Sham gap (spin up / spin down), eV: 4.4 / 5.8
LUMO energy (spin up / spin down), Eh: 0.0768 / 0.0752
Total energy, eV: -249933.2979

These are the Mulliken partial charges, in e, on atoms 1 to 4:
1 Mn 0.045
2 Cl -0.283
3 C 0.147
4 C -0.918

No. 2
ORCA calculation (wB97M-V/def2-TZVPD) on a molecular structure, C43H32Cl6GeN4Sc.

ORCA input file:
```
! RIJCOSX wB97M-V def2-TZVPD def2/J DEFGRID3
* xyz -1 1
Sc 0.23272 1.25942 -0.34005
C -1.41777 3.87870 -4.93027
C -1.56403 4.59440 -3.75528
C -1.66456 3.93418 -2.54456
C -1.53698 2.53947 -2.45994
C -1.41743 1.81451 -3.67377
C -1.37210 2.48634 -4.88751
N -1.58839 1.92360 -1.20257
C -2.76524 1.70887 -0.47865
C -4.05492 1.98756 -0.97921
C -5.18159 1.69616 -0.22755
C -5.06085 1.25461 1.09008
C -3.78989 1.09050 1.64442
C -2.65221 1.19122 0.84649
N -1.29343 1.09827 1.45175
N -1.12081 2.27446 2.28775
C 0.02443 2.94387 2.10703
C 0.21779 4.16452 2.82027
C 1.40497 4.83758 2.70127
C 2.42021 4.34538 1.86398
C 2.21682 3.13872 1.23071
N 1.00017 2.49726 1.23113
H -1.37855 4.40808 -5.88454
H -1.60809 5.67754 -3.77783
H -1.87224 4.48927 -1.63476
H -1.42315 0.71197 -3.65633
H -1.29786 1.91261 -5.81659
H -4.10993 2.41004 -1.98600
H -6.17003 1.86147 -0.65815
H -5.94992 1.10341 1.70578
H -3.67806 0.89803 2.70825
H -0.58807 4.53612 3.44293
H 1.58535 5.77556 3.22611
H 3.34180 4.90582 1.70978
H 2.98345 2.65153 0.62537
Cl 0.35204 -0.77527 -1.90272
C 1.67945 0.37863 -2.40864
C 1.76571 1.64824 -1.84668
C 2.65847 2.58791 -2.37033
Cl 2.62858 4.25032 -1.82232
C 3.56749 2.21571 -3.39719
Cl 4.61196 3.36763 -4.08884
C 3.55671 0.87976 -3.88215
Cl 4.66681 0.38649 -5.07410
C 2.58211 -0.03613 -3.40634
Cl 2.49191 -1.65430 -3.99069
C -1.09078 -0.15158 2.20055
H -1.51965 -0.99979 1.62013
H -1.58575 -0.09300 3.18237
Cl -1.35417 -3.03755 -3.34210
C -1.24322 -3.65662 -1.72336
C -0.65756 -4.90410 -1.52526
C -0.63564 -5.46255 -0.23852
C -1.24996 -4.79658 0.82145
C -1.89450 -3.60095 0.61901
C -1.89366 -2.96189 -0.64483
C -2.60047 -1.79539 -0.80493
H -0.20653 -5.42653 -2.37184
H -0.14377 -6.42067 -0.08423
H -1.22525 -5.22753 1.81961
H -2.38802 -3.13124 1.46893
H -2.57273 -1.21272 -1.71689
H -3.21411 -1.43862 0.02877
Ge 0.81879 -0.58765 2.55463
C 0.60416 -2.37135 3.25123
C 1.53252 -3.39253 3.03128
C 1.30356 -4.68347 3.49751
C 0.22541 -4.93426 4.32514
C -0.63606 -3.90180 4.67656
C -0.43582 -2.63469 4.15974
C 2.09559 -0.84309 1.08138
C 3.31618 -0.14017 1.13201
C 4.37696 -0.45382 0.28605
C 4.27438 -1.54359 -0.56554
C 3.12631 -2.33364 -0.54063
C 2.08441 -2.01489 0.30823
H 1.38247 0.33733 3.65549
H 2.47860 -3.23466 2.51186
H 2.00180 -5.48213 3.20486
H 0.06391 -5.96061 4.68392
H -1.46887 -4.08761 5.34482
H -1.10005 -1.83904 4.49591
H 3.41495 0.67929 1.82541
H 5.26384 0.14650 0.27993
H 5.09127 -1.80006 -1.24569
H 3.01799 -3.18208 -1.20529
H 1.21071 -2.67472 0.33279
*
```

## Properties
M, u: 935.04
Energy relative to the best compared isomer or geometry (same formula, charge and spin), kcal/mol: 0.0
Highest occupied orbital energy, eV: -2.5
Kohn-Sham gap, eV: 4.5
LUMO energy, Eh: 0.0760
Total energy, eV: -203422.7468

These are the Mulliken partial charges, in e, on atoms 1 to 4:
1 Sc -1.642
2 C -0.487
3 C -0.754
4 C 0.103

No. 3
ORCA calculation (wB97M-V/def2-TZVPD) on a molecular structure, C43H33BrNO2Ta.

ORCA input file:
```
! RIJCOSX wB97M-V def2-TZVPD def2/J DEFGRID3
* xyz 2 1
Ta -0.37422 -0.61783 -0.57997
O 1.37053 -0.38940 -1.02691
C 2.15802 0.67546 -1.71005
C 1.09342 1.44986 -2.51273
C 0.15367 2.21777 -1.62137
C 0.17430 3.59699 -1.60667
C -0.65135 4.28543 -0.73518
C -1.47148 3.57079 0.12180
C -1.47221 2.19039 0.09270
C -2.37048 1.40714 1.01688
C -1.67698 0.45365 2.01498
O -0.94394 -0.49168 1.14764
C -2.73427 -0.34946 2.75345
C -3.51008 -1.27145 2.04934
C -4.51153 -1.97947 2.68738
C -4.75662 -1.76654 4.03939
C -3.99251 -0.85173 4.74210
C -2.97936 -0.14498 4.10420
C -0.66810 1.10160 2.93524
C 0.33739 0.31934 3.49782
C 1.19793 0.85585 4.44100
C 1.05571 2.17880 4.84430
C 0.05814 2.96270 4.28773
C -0.80042 2.42566 3.33567
N -0.68237 1.53014 -0.79955
C 3.17291 -0.03880 -2.56935
C 3.12505 -0.03307 -3.95682
C 4.08829 -0.71561 -4.69044
C 5.09315 -1.41191 -4.04045
C 5.14165 -1.42385 -2.65086
C 4.19047 -0.73612 -1.92017
C 2.77703 1.59009 -0.67255
C 3.71560 2.51712 -1.12286
C 4.21977 3.47661 -0.26013
C 3.79744 3.51621 1.06274
C 2.87998 2.58354 1.51878
C 2.36856 1.62493 0.65277
H 1.59947 2.16329 -3.16097
H 0.54783 0.75541 -3.16146
H 0.84602 4.12167 -2.27068
H -0.64927 5.36691 -0.71628
H -2.11966 4.08290 0.81809
H -2.99226 2.10349 1.57677
H -3.06586 0.79771 0.43196
H -3.32096 -1.45730 0.99661
H -5.10240 -2.69866 2.13625
H -5.54090 -2.31684 4.54104
H -4.17660 -0.68460 5.79457
H -2.38723 0.56125 4.67029
H 0.43267 -0.72337 3.22018
H 1.96901 0.23657 4.87933
H 1.71597 2.59235 5.59474
H -0.06684 3.99007 4.60260
H -1.59687 3.04808 2.95013
H 2.35632 0.50430 -4.49709
H 4.05071 -0.69619 -5.77104
H 5.84364 -1.93974 -4.61297
H 5.92997 -1.96056 -2.14081
H 4.24319 -0.72892 -0.83767
H 4.06607 2.48012 -2.14788
H 4.95336 4.18619 -0.61834
H 4.19810 4.26150 1.73651
H 2.56118 2.58822 2.55228
H 1.67453 0.89697 1.05446
Br -2.42514 -0.38982 -2.36260
C -2.77707 -2.26506 -2.67914
C -3.78527 -2.67825 -3.48656
C -3.94222 -4.07592 -3.64503
C -3.10797 -4.95430 -3.01120
C -2.05978 -4.49510 -2.17518
C -1.16434 -5.36438 -1.50057
C -0.16178 -4.87467 -0.71036
C -0.00399 -3.47835 -0.55592
C -0.85420 -2.59415 -1.18290
C -1.88736 -3.10710 -2.00137
H -4.44495 -1.98818 -3.99387
H -4.73693 -4.43804 -4.28191
H -3.24119 -6.01991 -3.14609
H -1.28404 -6.43339 -1.62372
H 0.51613 -5.55016 -0.20787
H 0.81781 -3.13216 0.07384
*
```

## Properties
M, u: 856.59
Energy relative to the best compared isomer or geometry (same formula, charge and spin), kcal/mol: 0.0
Highest occupied orbital energy, eV: -13.8
Kohn-Sham gap, eV: 7.3
LUMO energy, Eh: -0.2388
Total energy, eV: -122294.8864

These are the Mulliken partial charges, in e, on atoms 1 to 4:
1 Ta 0.517
2 O 0.103
3 C 3.168
4 C -1.959

Question: Which value of total energy does entry 2 give?
Answer: -203422.7468 eV

Question: Look up the total energy of the first one.
Answer: -249933.2979 eV